(1)
ORCA calculation (the ωB97M-V functional and the def2-TZVPD basis) on a 2-piece molecular cluster, C13H19F11NO4 overall.

Properties
**HOMO level**: -13.981 eV
**Gap between HOMO and LUMO**: 10.998 eV
**Total charge**: +1
**ΔE to the lowest compared entry with this formula, charge and spin**: 252.1 kJ/mol

Last column: Mulliken charge in e.
Atoms and positions in Å:
O1 1.089701 -1.676612 4.539581  -0.54
C1 0.739407 -2.033558 3.216530  -0.65
C2 0.756578 -0.815719 2.285003  -0.26
C3 -0.118957 -0.911042 1.050327  -1.06
N1 -1.540887 -0.378393 1.247991  0.16
C4 -2.281477 -1.195737 2.230864  -1.09
O2 -3.641473 -0.958609 1.971041  -0.43
C5 -4.496747 -1.197686 3.017707  0.84
F1 -4.118323 -0.525217 4.101828  -0.22
F2 -5.679271 -0.824677 2.654205  -0.22
F3 -4.486038 -2.481884 3.332556  -0.24
C6 -1.530727 1.122972 1.445586  -0.55
C7 -2.329149 1.639066 2.639521  0.17
C8 -1.700180 1.677119 3.973443  -0.65
O3 -1.919743 2.862268 3.143277  -0.48
H1 1.970114 -1.287311 4.540033  0.34
H2 1.427365 -2.795793 2.845247  0.39
H3 -0.246251 -2.486200 3.286816  0.31
H4 1.776368 -0.685169 1.923243  0.54
H5 0.538845 0.068355 2.880599  0.08
H6 -0.189373 -1.935401 0.693768  0.46
H7 0.287204 -0.282787 0.267028  0.49
H8 -1.993971 -0.554918 0.350483  0.39
H9 -2.046001 -2.239063 2.021669  0.78
H10 -1.975025 -0.978451 3.248886  0.58
H11 -0.520326 1.504709 1.540892  0.36
H12 -1.979808 1.562894 0.555795  0.34
H13 -3.402100 1.460983 2.612447  0.51
H14 -0.628829 1.583398 4.068940  0.23
H15 -2.360434 1.621070 4.826206  0.37
C9 2.981374 0.438207 -5.452414  -0.73
C10 1.935935 1.556902 -5.595086  0.87
C11 2.082630 2.805543 -4.719680  0.08
F4 1.964819 2.493933 -3.408300  -0.22
F5 1.091708 3.666264 -5.030645  -0.26
F6 0.692753 1.045453 -5.453558  -0.27
F7 2.056234 2.013603 -6.870558  -0.32
O4 2.613872 -0.695859 -4.679002  -0.37
C12 2.853747 -0.801891 -3.347269  0.79
C13 1.540974 -0.969807 -2.575446  0.21
F8 0.729568 0.093644 -2.738234  -0.26
F9 1.817969 -1.057586 -1.239545  -0.26
F10 3.582144 0.209386 -2.848320  -0.28
F11 3.547298 -1.942230 -3.131921  -0.30
H16 3.085419 0.037266 -6.458783  0.40
H17 3.959467 0.827120 -5.170948  0.34
H18 3.045076 3.292812 -4.893960  0.29
H19 1.018526 -1.871364 -2.897845  0.31

Force components x, y, z for each atom (eV/Å):
-0.2025 0.1262 -0.1177
0.2776 0.0924 0.2365
0.1477 -0.2542 0.0857
0.0419 0.4495 0.1919
0.7370 -0.2453 -0.1033
-0.2135 -0.6135 -0.0100
0.1749 0.3688 -0.0636
0.6646 -0.2120 0.0069
0.0537 0.3118 0.3523
-0.8143 0.2415 -0.2574
-0.0728 -0.5342 0.0933
-0.9490 0.9723 0.2292
0.2940 -1.2536 0.0926
-0.1320 1.3403 -0.7437
-0.2088 0.0052 0.2052
0.0890 -0.0879 0.0735
-0.0842 -0.1092 -0.1649
-0.0682 -0.0655 0.0379
0.0589 0.0918 -0.0321
-0.1637 0.1233 -0.0114
-0.1362 -0.0529 -0.1185
-0.0247 -0.0659 -0.1985
-0.1776 0.0393 0.0515
0.0121 -0.0260 -0.1033
-0.0310 0.3647 0.0423
0.1938 -0.2795 -0.0486
0.1853 -0.1123 -0.1694
0.0940 0.1998 -0.1201
-0.0146 -0.7006 0.3576
0.2266 -0.0591 0.2264
0.4155 -0.1773 -0.3188
-0.2015 -0.2269 0.0980
-0.0082 0.1430 -0.0643
0.0508 -0.1439 0.0483
0.0163 -0.0280 0.0224
0.0578 0.0318 0.0442
0.0638 0.0284 -0.0600
-0.3934 0.2654 0.1189
0.1380 -0.0588 -0.1336
-0.1708 0.0104 0.0842
0.0327 0.0538 0.0085
0.0463 -0.1095 -0.0472
-0.0692 0.1333 -0.0445
0.0869 -0.0261 0.0189
-0.0229 -0.0027 -0.0088
-0.0873 0.1102 0.1886
0.0078 -0.0224 0.0298
0.0793 -0.0359 -0.0049

(2)
ORCA calculation (the ωB97M-V functional and the def2-TZVPD basis) on C9H14S as an isolated structure.

Properties
**HOMO level (alpha / beta)**: -7.150 / -7.152 eV
**Gap between HOMO and LUMO (alpha / beta)**: 7.064 / 7.062 eV
**ΔE to the lowest compared entry with this formula, charge and spin**: 925.3 kJ/mol

Last column: Mulliken charge in e.
Atoms and positions in Å:
C1 -0.680803 1.177683 -0.175842  -0.49
C2 -0.409132 -0.513833 -1.364950  -0.21
C3 -0.134534 1.601194 1.243080  -0.85
C4 0.963387 0.661427 1.734257  -0.98
C5 -0.765538 -1.298782 0.799707  -0.51
C6 0.648652 -1.612219 0.556938  -1.18
C7 -1.334599 -0.319774 -0.288848  0.14
C8 1.437866 -0.205073 0.584536  0.20
C9 -0.988000 0.037937 -3.131599  -0.98
S1 0.907286 0.772304 -0.892298  -0.31
H1 0.460125 2.502442 0.990587  0.35
H2 -1.043785 1.609830 1.842095  0.49
H3 1.785592 1.301988 2.075105  0.43
H4 0.795166 -0.026058 2.546799  0.35
H5 -1.435648 -2.204508 0.934201  0.38
H6 -0.762339 -0.806326 1.791856  0.21
H7 1.253052 -2.087586 1.359271  0.39
H8 0.787071 -2.205589 -0.323471  0.48
H9 -2.353471 -0.588772 -0.615902  0.51
H10 2.517939 -0.236282 0.758246  0.46
H11 -0.518195 -0.639450 -3.804956  0.33
H12 -0.608739 1.034302 -3.038268  0.32
H13 -2.053776 0.035585 -3.156327  0.36
H14 1.532423 2.009558 -0.424215  0.14

Force components x, y, z for each atom (eV/Å):
-0.6178 0.3810 0.4960
-1.7463 0.6124 -4.5244
-0.9063 -1.6178 -1.2201
0.7914 0.3565 0.4552
-2.4198 -0.0584 2.0532
3.3673 1.1219 0.8862
0.4557 -1.1601 -0.4339
0.0464 -0.3278 -0.7528
1.0083 -0.9364 4.6919
2.5214 0.4661 -0.5885
-1.3579 0.2816 0.5211
0.3581 0.8267 0.5112
0.0679 -0.2827 -0.0338
-0.5899 0.0469 0.6009
0.8131 0.9104 -0.4455
-0.7237 -0.2938 -0.4300
-1.1486 -0.3529 0.1002
0.4650 -0.0314 -0.4748
0.0492 1.1155 0.7218
0.0062 -0.6684 -0.9074
0.4251 -0.1882 -0.5127
0.2100 0.5085 -0.6784
-0.6953 -0.1303 -0.0044
-0.3793 -0.5794 -0.0310

(3)
ORCA calculation (the ωB97M-V functional and the def2-TZVPD basis) on C5H11NO as an isolated structure.

Properties
**HOMO level**: -8.298 eV
**Gap between HOMO and LUMO**: 8.725 eV
**ΔE to the lowest compared entry with this formula, charge and spin**: 475.2 kJ/mol

Last column: Mulliken charge in e.
Atoms and positions in Å:
C1 0.225275 1.317546 -1.068702  -1.22
C2 1.156366 0.728187 0.768882  -0.72
N1 0.349933 -0.246049 1.171829  -0.03
C3 0.759128 -1.600895 0.825158  -0.97
C4 -0.861387 0.514667 0.344767  0.85
O1 -1.452519 1.379634 0.963644  -0.66
C5 -1.541345 -0.554885 -0.499656  -1.28
H1 0.781398 2.250276 -0.926259  0.36
H2 -0.704930 1.606766 -1.575730  0.43
H3 0.796327 0.646990 -1.719715  0.30
H4 0.950040 1.714975 1.165068  0.47
H5 2.160540 0.522941 0.388452  0.36
H6 1.535800 -1.912184 1.529696  0.34
H7 -0.088184 -2.281965 0.934953  0.31
H8 1.154086 -1.695564 -0.200224  0.38
H9 -2.255919 -0.024789 -1.132698  0.39
H10 -2.097948 -1.229485 0.158968  0.37
H11 -0.866660 -1.136165 -1.128434  0.33

Force components x, y, z for each atom (eV/Å):
0.3133 0.1851 -0.2473
-0.0683 0.1704 -0.2097
-0.1468 0.1169 -0.0199
-0.0524 -0.1302 -0.0393
-0.4045 -0.2368 0.3897
0.2674 -0.3539 -0.1807
0.0009 0.1021 -0.1311
-0.0847 -0.1098 0.0004
0.2047 -0.1482 0.1664
-0.1370 0.0886 -0.0106
0.0829 -0.0550 -0.0016
-0.1208 0.0065 0.0527
-0.0770 -0.0054 -0.1100
0.1668 0.1096 0.0174
-0.0684 0.0573 0.1753
0.0794 -0.0756 0.0441
0.1085 0.1453 0.0118
-0.0643 0.1331 0.0920

(4)
ORCA calculation (the ωB97M-V functional and the def2-TZVPD basis) on a 2-piece molecular cluster, C4H5NO2 overall.

Properties
**HOMO level (alpha / beta)**: -9.931 / -9.553 eV
**Gap between HOMO and LUMO (alpha / beta)**: 8.334 / 7.592 eV
**ΔE to the lowest compared entry with this formula, charge and spin**: 650.5 kJ/mol

Last column: Mulliken charge in e.
Atoms and positions in Å:
O1 -2.385973 0.964689 0.161892  -0.55
C1 -1.259324 0.527596 0.192972  0.36
N1 -0.079535 1.230899 0.047012  -0.42
C2 1.060692 0.610013 0.530982  -0.28
C3 0.588828 -0.884622 0.196058  0.07
O2 -0.027835 -1.523679 1.139561  -0.28
C4 -0.856086 -0.941530 0.031734  0.07
H1 0.445609 0.431182 -1.654779  0.03
H2 1.136980 0.570462 1.617886  0.26
H3 1.990769 0.921954 0.057838  0.31
H4 0.787657 -0.237225 -1.769622  0.04
H5 -1.401781 -1.669739 -0.551536  0.39

Force components x, y, z for each atom (eV/Å):
0.3715 -0.1494 0.1004
-0.4008 -0.1358 -0.0099
-0.2881 0.1003 0.5200
0.2779 -0.1273 0.1638
0.0300 -0.0393 0.2955
-0.2752 0.2497 0.4348
-0.1367 0.0606 -0.3040
0.2502 -0.2373 -0.6620
0.2163 -0.0512 0.0085
-0.1950 0.0460 0.0110
0.0575 0.2438 -0.5797
0.0924 0.0400 0.0217